one:
DFT (ωB97M-V with the def2-TZVPD basis set) results for a 2-piece molecular cluster, C5H9N3O2 overall.

Results
SMILES string = O=c1cc[nH]c(=O)[nH]1.CN

Last columns: bonded neighbours and bond lengths (Å).
Atoms and positions in Å:
1 O 2.92229 -0.01985 -0.70399  C2 1.244
2 C 1.89337 0.30902 -0.08630  O1 1.244, C3 1.470, N8 1.408
3 C 1.48272 -0.15926 1.24490  C2 1.470, C4 1.358, H9 1.080
4 C 0.25901 0.18540 1.72223  C3 1.358, N5 1.408, H10 1.083
5 N -0.57152 1.05717 0.99315  C4 1.408, C6 1.381, H11 1.059
6 C -0.24087 1.63483 -0.21697  N5 1.381, O7 1.206, N8 1.411
7 O -0.87131 2.54990 -0.68570  C6 1.206
8 N 1.00735 1.20390 -0.71554  C2 1.408, C6 1.411, H12 1.014
9 H 2.15221 -0.77950 1.82221  C3 1.080
10 H -0.12700 -0.14391 2.67896  C4 1.083
11 H -1.52791 1.39299 1.30120  N5 1.059
12 H 1.37765 1.61472 -1.56594  N8 1.014
13 C -0.69280 -1.33462 -1.27025  N14 1.508, H15 1.093, H16 1.095, H17 1.171
14 N -1.45680 -1.07934 0.00478  C13 1.508, H18 0.954, H19 1.117
15 H -0.65305 -2.41041 -1.45705  C13 1.093
16 H -1.27599 -0.91596 -2.09720  C13 1.095
17 H 0.40901 -0.94446 -1.19761  C13 1.171
18 H -1.92364 -0.24733 -0.00793  N14 0.954
19 H -2.16272 -1.91327 0.23705  N14 1.117

=====

two:
DFT (ωB97M-V with the def2-TZVPD basis set) results for a 2-piece molecular cluster, C5H9N3O2 overall.

Results
SMILES string = O=c1cc[nH]c(=O)[nH]1.CN

Last columns: bonded neighbours and bond lengths (Å).
Atoms and positions in Å:
1 O -2.01884 0.10406 1.93223  C2 1.190
2 C -0.99025 -0.12762 1.38041  O1 1.190, C3 1.458, N8 1.438
3 C 0.29214 0.46423 1.74169  C2 1.458, C4 1.360, H9 1.067
4 C 1.43286 0.00870 1.15863  C3 1.360, N5 1.352, H10 1.109
5 N 1.39131 -0.83617 0.10364  C4 1.352, C6 1.426, H11 1.071
6 C 0.19794 -1.29427 -0.52898  N5 1.426, O7 1.212, N8 1.401
7 O 0.15365 -1.86720 -1.59557  C6 1.212
8 N -0.94739 -0.94339 0.19702  C2 1.438, C6 1.401, H12 1.001
9 H 0.33668 1.09137 2.60430  C3 1.067
10 H 2.41303 0.36860 1.53092  C4 1.109
11 H 2.24606 -1.04430 -0.50657  N5 1.071
12 H -1.80310 -1.42411 0.00284  N8 1.001
13 C 0.01168 2.29922 -2.24246  N14 1.459, H15 1.083, H16 1.099, H17 1.089
14 N 0.22730 1.34144 -1.16336  C13 1.459, H18 1.018, H19 1.033
15 H -0.68142 3.07568 -1.94209  C13 1.083
16 H 0.92718 2.80459 -2.57993  C13 1.099
17 H -0.40416 1.74955 -3.08506  C13 1.089
18 H 0.92943 0.65186 -1.42286  N14 1.018
19 H 0.59297 1.79720 -0.31170  N14 1.033

=====

Short version: one is the least stable of them.